Entry 1:
71
Properties=species:S:1:pos:R:3:lowdin_charge:R:1 method="wB97M-V/def2-TZVPD" homo_lumo_gap_ha=0.2884 total_charge=-1 e_above_lowest_kcal_mol=0.0 e_tot_ev=-152745.29464 max_force_ev_per_a=0.80
Rb -0.14102 2.87065 0.07048 0.954
Br 2.22938 1.76478 -3.05333 0.744
P -0.06220 -0.63849 0.41060 1.108
F 2.01674 -6.43683 -2.34955 0.134
F 1.74690 -2.58490 6.58364 0.123
F 1.89827 -5.24185 -4.14454 0.133
F 2.43217 -0.54459 6.65985 0.145
F 0.13274 -6.21798 -3.37275 0.137
F -6.47897 -2.57274 1.20428 0.126
F -6.51177 -0.70307 2.26993 0.134
F -6.81305 -0.72713 0.13186 0.145
F 3.70665 -2.08201 5.83358 0.127
O 1.30290 4.99790 -1.64218 0.075
O 2.41205 4.00592 0.61278 -0.222
O 2.81143 1.94779 3.46774 -0.017
O -4.00280 2.23207 -2.58428 -0.014
O -2.47227 2.97526 -1.08896 -0.211
O 0.93390 2.63585 2.40464 -0.225
O 3.23321 5.98500 -2.20690 0.104
N -0.49106 2.17795 -2.82314 0.050
C 0.76568 -0.54732 4.40572 0.004
C 2.34112 -2.08130 3.43461 -0.006
C 0.65354 -1.04586 2.04684 -0.362
C 2.44709 5.25383 -1.39183 -0.510
C -2.71631 -0.18640 -0.14997 -0.057
C 2.43532 -1.64363 5.89564 -0.581
C 1.83853 -1.41351 4.53902 -0.124
C 2.17111 2.61876 2.64523 -0.702
C 1.23449 -3.07342 -2.61925 -0.001
C -1.06789 2.08293 -5.52697 -0.059
C 0.93229 -1.97990 -1.81247 -0.069
C -3.78129 -1.86258 1.77635 -0.012
C -2.86530 2.54105 -2.19721 -0.697
C 0.33500 -2.15206 -0.57024 -0.350
C 3.20929 4.83736 -0.15859 -0.153
C 0.32892 -4.53983 -0.93827 -0.006
C 0.24396 1.93825 -5.09008 -0.120
C 1.24742 -5.55162 -3.01372 -0.588
C -2.41059 -1.73672 1.65826 -0.075
C 1.75009 -1.89610 2.19263 -0.066
C 0.44280 1.99019 -3.72432 -0.722
C 0.17787 -0.36542 3.16794 -0.083
C 0.93509 -4.34755 -2.17627 -0.129
C -4.09808 -0.30390 -0.03962 0.028
C -1.86173 -0.90401 0.68028 -0.343
C -1.75778 2.32372 -3.24991 -0.167
C 3.05280 3.58834 1.82386 -0.114
C -2.07920 2.26623 -4.59980 -0.004
C -6.10216 -1.27958 1.12024 -0.586
C 0.03021 -3.44821 -0.14609 -0.066
C -4.61962 -1.14804 0.92635 -0.119
H 0.41850 0.02008 5.25846 0.130
H 3.26047 4.46701 2.44593 0.129
H -3.11962 2.35777 -4.87755 0.115
H -4.20811 -2.50907 2.53343 0.122
H 4.13854 4.34954 -0.48004 0.145
H 1.06976 1.78597 -5.76877 0.092
H 3.19362 -2.73885 3.53952 0.118
H -1.76209 -2.26808 2.34374 0.104
H -0.43795 -3.60060 0.81808 0.107
H 1.70326 -2.92752 -3.58247 0.119
H -2.30723 0.49497 -0.88313 0.078
H 0.09520 -5.54285 -0.60228 0.124
H -4.73263 0.27525 -0.69888 0.123
H 2.15425 -2.41543 1.33498 0.101
H 4.00063 3.09523 1.59773 0.123
H -1.29126 2.04417 -6.58657 0.105
H 1.17130 -0.97896 -2.15229 0.064
H 2.68710 6.21533 -2.97714 0.132
H -0.62951 0.34726 3.06752 0.115
H 3.49992 5.75146 0.37759 0.146

Entry 2:
69
Properties=species:S:1:pos:R:3:mulliken_spin:R:1 method="wB97M-V/def2-TZVPD" multiplicity=2 homo_lumo_gap_ha="0.2584 / 0.2256" total_charge=0 e_above_lowest_kcal_mol=0.0 e_tot_ev=-91025.31006 max_force_ev_per_a=1.35
Tc -0.62514 0.71180 0.44158 0.789
S -2.32051 3.06836 -0.89952 0.010
S 1.06946 2.80829 -0.45137 -0.002
S 1.69734 -5.41808 1.10003 0.000
O 0.85684 1.50989 -1.14776 -0.005
O 0.29587 2.65081 0.81349 0.020
O -4.43569 -0.65829 1.14407 0.054
O -2.44788 3.42093 0.48635 -0.001
O -3.49310 3.14123 -1.71875 0.001
O 1.11917 0.12687 4.20597 0.061
O 2.43191 3.19745 -0.27405 -0.004
O -1.66219 1.70502 -1.05306 0.019
N -2.39388 0.41142 1.30928 -0.014
N -0.30896 0.61120 2.45508 0.037
N 1.34086 -0.23585 0.73387 -0.053
N 1.22380 -3.29189 -0.28476 0.000
N -1.41302 -0.92094 -0.63916 -0.043
C -1.29784 1.67172 4.50381 -0.003
C -2.48018 2.12153 5.07037 0.002
C -1.10981 4.17215 -1.61142 0.002
C 3.45619 -1.04593 -0.01084 -0.002
C 2.03975 -4.09548 -1.06145 0.001
C -2.86041 -2.64100 -2.25353 0.011
C 2.41413 -5.30828 -0.47324 0.000
C 0.59961 6.07818 -2.70759 0.000
C -1.54917 -2.31940 -2.55868 -0.006
C 0.86149 0.20911 3.02241 -0.001
C -1.61386 5.20799 -2.37972 0.001
C 3.24230 -6.21084 -1.13927 0.000
C -2.70363 -1.19052 -0.38274 0.011
C -2.58124 1.00534 2.56009 0.006
C 3.10107 -0.64243 2.30527 -0.001
C 0.27562 4.08399 -1.40128 -0.005
C -3.69401 2.00508 4.39993 0.009
C 3.31191 -4.65897 -2.99969 0.000
C -3.76288 1.43925 3.13595 0.001
C 3.94277 -1.04680 1.28448 0.003
C 2.15699 -0.63760 -0.24534 0.008
C -0.76302 6.16070 -2.92376 0.000
C 1.82131 -0.24753 1.98129 0.020
C -1.35862 1.11391 3.23137 0.020
C 1.11863 5.04071 -1.94597 0.000
C 3.68350 -5.87272 -2.40251 0.000
C 0.97167 -3.86446 0.83952 0.000
C -3.29980 -0.44553 0.77211 0.043
C -3.45399 -2.05262 -1.14947 -0.007
C -0.86232 -1.44931 -1.73425 0.018
C 2.49372 -3.76744 -2.33940 0.000
H 3.38914 -0.61309 3.34660 0.001
H -2.45130 2.57637 6.05192 0.001
H 3.53033 -7.14793 -0.68177 0.000
H -3.41882 -3.32293 -2.88104 0.000
H -4.60068 2.37093 4.86403 0.001
H 2.18077 4.96382 -1.76377 0.000
H 3.67395 -4.42178 -3.99134 0.000
H -0.36053 1.75285 5.02910 -0.001
H 4.32625 -6.55575 -2.94179 0.000
H -1.17371 6.96692 -3.51734 0.000
H 0.14920 -1.15945 -1.95750 -0.002
H 0.34970 -3.41857 1.60618 0.001
H -1.05553 -2.72811 -3.42869 0.000
H -2.68125 5.25306 -2.54522 0.000
H 2.20662 -2.82545 -2.79242 0.000
H 1.26745 6.81867 -3.12742 0.000
H 1.78701 -0.59650 -1.25316 0.000
H 4.96018 -1.35081 1.49170 0.000
H -4.48560 -2.21736 -0.87233 0.001
H 4.06930 -1.34864 -0.84806 0.000
H -4.69726 1.35273 2.60459 -0.001

Entry 3:
63
Properties=species:S:1:pos:R:3:mulliken_spin:R:1 method="wB97M-V/def2-TZVPD" multiplicity=6 homo_lumo_gap_ha="0.2420 / 0.1855" total_charge=+2 e_above_lowest_kcal_mol=20.7 e_tot_ev=-127404.79467 max_force_ev_per_a=1.52
Ir -0.76755 -1.49754 -1.42891 1.513
Br 5.89338 4.35019 2.26867 0.027
Cl 0.39828 -0.64413 -5.27676 0.009
O -0.10241 -2.81964 -0.07063 0.262
N -1.64027 -0.15100 -2.83011 0.005
N 1.88340 -0.77359 4.57558 0.548
N 2.13984 0.43412 4.82841 0.870
N -2.84719 -2.03190 -1.29144 0.031
N -0.63269 -0.22211 0.45677 0.124
C 3.05883 1.28032 4.32979 0.021
C -3.06942 -0.04087 -2.58395 0.006
C 1.56767 -0.42443 -2.81108 -0.036
C 2.66812 2.08092 -3.46745 0.091
C -4.75613 -3.13945 -0.39858 -0.001
C 3.04604 2.63553 4.72539 0.168
C 0.24886 -2.34128 1.07683 0.258
C 0.00230 -0.96629 1.39281 0.019
C -5.58906 -2.16833 -0.88565 0.010
C 4.77460 3.10350 3.13660 0.192
C 0.38579 -0.41935 2.63775 0.085
C 3.89394 3.53644 4.12776 -0.088
C -0.70819 1.61526 1.96460 0.039
C -3.65664 -1.07507 -1.83069 0.008
C 4.83873 1.75870 2.77008 -0.084
C -5.82559 -0.03151 -2.15371 0.004
C -5.05356 -1.09136 -1.62815 0.000
C 0.84667 -3.15945 2.06574 0.112
C 2.37193 0.29138 -1.90130 0.069
C -0.97842 1.02355 0.73469 -0.023
C -5.22641 0.99370 -2.83111 -0.003
C 4.00857 0.84586 3.37061 0.179
C -3.83601 0.98826 -3.05584 0.005
C 2.92202 1.51266 -2.22315 -0.045
C 1.08303 -1.75159 -2.46384 0.234
C -3.37586 -3.03530 -0.62201 0.026
C 1.28411 -2.63380 3.25646 0.083
C 1.16794 -1.25759 3.53504 0.222
C -0.01253 0.89355 2.91380 0.027
C 1.32670 0.18490 -4.06125 0.083
C 1.86374 1.41762 -4.38289 -0.032
H 0.83442 -2.38613 -3.31349 -0.008
H 3.88463 4.57571 4.42407 -0.001
H 0.19172 1.33691 3.87741 -0.003
H -5.81745 1.81334 -3.21466 0.000
H -2.69239 -3.78428 -0.24179 -0.002
H 3.10796 3.03209 -3.73320 0.004
H -1.49570 1.57327 -0.04257 -0.002
H -6.89628 -0.04011 -1.99651 0.000
H 1.71029 -2.26935 -1.74093 0.001
H 1.78018 -3.25637 3.98783 0.005
H -3.37866 1.79591 -3.61541 0.000
H 2.36036 2.94677 5.50233 -0.002
H -5.13682 -3.97705 0.16725 0.000
H 1.66226 1.85430 -5.35159 0.001
H -1.04327 2.62190 2.16606 0.004
H -1.22835 0.77718 -2.89182 -0.003
H -1.48663 -0.56190 -3.75385 -0.014
H -6.65704 -2.21150 -0.71357 0.000
H 0.97340 -4.21207 1.84731 -0.005
H 4.05330 -0.20463 3.11197 0.000
H 2.57109 -0.16391 -0.93765 0.005
H 3.56283 2.02713 -1.51978 -0.001
H 5.54356 1.44190 2.01368 -0.002

Entry 4:
65
Properties=species:S:1:pos:R:3:lowdin_charge:R:1 method="wB97M-V/def2-TZVPD" homo_lumo_gap_ha=0.2698 total_charge=0 e_above_lowest_kcal_mol=0.0 e_tot_ev=-97570.01087 max_force_ev_per_a=0.39
I 3.57106 -0.31873 0.84168 1.323
Co 1.25546 -0.13444 -0.48766 0.288
F -2.64634 -4.58680 6.81927 0.131
F -4.45415 -4.19045 5.70109 0.135
F -3.29685 -5.96022 5.28110 0.136
O -0.23301 0.01513 -1.55519 -0.067
O 1.74335 -1.63240 -1.49387 -0.156
O -0.46009 5.25755 -0.41026 -0.056
O 2.18789 1.05617 -1.77702 -0.053
N -2.78230 2.04483 -2.89259 0.122
N 0.88347 1.41358 0.62556 0.014
C -2.40517 -3.89462 4.56833 -0.133
C -1.74850 3.30693 -1.13437 -0.161
C -1.71470 4.58479 -0.34127 -0.213
C 1.59982 -1.74727 -5.61827 -0.093
C 1.69629 -1.60567 -2.78994 -0.314
C -1.99779 1.02927 -2.66176 -0.244
C -3.19183 -4.65318 5.59394 -0.586
C 1.96319 -0.45930 -3.58990 -0.103
C -0.98863 -2.49894 2.61684 -0.242
C 1.41168 -2.82024 -3.46081 0.004
C 1.91153 -0.56851 -4.99761 -0.044
C 1.35784 -2.88395 -4.82677 -0.070
C -2.11898 -0.20950 -3.49181 -0.009
C -2.15325 -3.19946 2.28541 -0.015
C -0.86039 2.22540 -0.86521 -0.055
C 2.68537 0.95312 2.22969 -0.570
C 0.82524 2.26172 2.93308 -0.011
C 1.40899 2.42229 4.17714 -0.065
C -0.98042 1.05947 -1.63915 -0.230
C -1.25311 -3.20577 4.91286 -0.010
C 0.36435 -1.16873 0.77858 -0.048
C 2.64616 1.85923 4.44866 -0.078
C 2.94403 1.89144 -3.82109 0.006
C 3.27633 1.10460 3.47291 -0.144
C -2.85531 -3.89138 3.25282 -0.011
C -2.65887 3.16676 -2.14070 -0.102
C 1.47311 1.56250 1.91300 -0.281
C -0.54942 -2.51298 3.94144 -0.019
C -0.26285 -1.77268 1.61752 -0.065
C 2.33410 0.79745 -2.98611 -0.324
C 0.04513 2.31773 0.23933 -0.012
H -0.90531 -3.21152 5.93637 0.117
H -0.16904 2.65116 2.76623 0.116
H -1.19583 -0.39051 -4.04862 0.078
H 0.35088 -1.97230 4.20164 0.114
H 2.10756 0.30741 -5.60178 0.106
H -0.00381 3.23467 0.81623 0.118
H -3.34727 3.97067 -2.37468 0.109
H 1.11651 -3.82583 -5.30439 0.106
H 2.18148 2.32770 -4.46969 0.097
H 1.21663 -3.68691 -2.84363 0.121
H -3.75556 -4.43205 2.98963 0.124
H 3.10436 1.97511 5.42122 0.108
H -1.88121 4.39484 0.72126 0.123
H -2.52703 5.23312 -0.68043 0.117
H 0.87905 2.97025 4.94452 0.110
H -2.95144 -0.10113 -4.18208 0.080
H 3.74428 1.51212 -4.45421 0.093
H 1.54505 -1.80521 -6.69623 0.099
H 4.22055 0.62049 3.68202 0.096
H -2.26745 -1.08349 -2.85557 0.091
H -0.26154 5.42373 -1.33780 0.096
H -2.49573 -3.19206 1.25966 0.119
H 3.32245 2.66501 -3.15855 0.089

Entry 5:
70
Properties=species:S:1:pos:R:3:mulliken_spin:R:1 method="wB97M-V/def2-TZVPD" multiplicity=2 homo_lumo_gap_ha="0.2636 / 0.2635" total_charge=+1 e_above_lowest_kcal_mol=10.5 e_tot_ev=-104076.24387 max_force_ev_per_a=1.28
Yb 0.67181 -0.41517 -1.05486 1.002
I -1.39419 -7.60963 -1.19341 0.000
I 3.69963 -4.37023 -1.21723 0.000
O -4.54937 3.02294 1.93797 0.000
O -5.90177 3.95539 -4.01933 0.000
O 1.56994 -2.13856 -1.67039 0.002
O -5.98212 4.17315 0.80161 0.000
O 2.86245 -0.84625 0.28239 0.001
O -0.87535 0.48448 -2.39293 -0.001
O -4.17452 3.11338 -5.00895 0.000
O -0.71719 1.01823 -0.26282 0.001
N 0.35510 -1.08328 1.24135 0.000
N -1.09201 -2.09686 -1.20825 0.000
N 1.85327 1.76230 -1.74721 -0.001
N -5.01216 3.45429 0.89989 0.000
N -4.82355 3.40318 -4.02441 0.000
C -0.47839 -3.30998 -1.32020 -0.004
C 0.94686 -3.27499 -1.45881 0.003
C 1.33018 4.06564 -1.31074 0.000
C -3.18829 -3.21967 -1.04050 0.001
C 3.82373 0.04588 0.85740 0.000
C 4.83367 0.49402 -0.19083 0.000
C -2.39847 -2.06444 -1.07103 -0.001
C -3.21448 2.26119 -0.28168 -0.002
C 1.60746 -4.48264 -1.30449 0.000
C 2.12941 -1.57859 5.68042 0.000
C -1.33147 1.06490 -1.37310 -0.003
C -0.43605 -5.73763 -1.22420 -0.001
C 0.54521 -1.08118 2.37297 0.000
C -1.18364 -4.53670 -1.23846 0.002
C -2.58624 -4.44554 -1.11949 -0.001
C 1.02388 2.81955 -1.81117 -0.001
C 0.93280 -5.70436 -1.21053 0.001
C -4.27124 2.99087 -2.71797 0.002
C 1.16270 -1.02447 6.51010 0.000
C 3.48078 3.21198 -0.76144 0.000
C -4.90812 3.40916 -1.56461 -0.001
C 3.10501 1.98628 -1.30222 0.000
C 4.11865 0.88770 -1.48628 0.000
C -0.00150 -0.49079 5.97339 0.000
C -0.20731 -0.50850 4.60715 0.000
C -3.12764 2.21389 -2.68742 -0.003
C 1.94018 -1.60606 4.31189 0.000
C 0.76768 -1.06853 3.77454 0.000
C -2.59677 1.85212 -1.45747 0.002
C 2.57333 4.25323 -0.72450 0.000
C -4.36432 3.02301 -0.35299 0.001
H 4.49119 3.35515 -0.40347 0.000
H -4.26053 -3.13167 -0.93997 0.000
H 1.50003 -6.62186 -1.13720 0.000
H -2.79882 1.98735 0.67662 0.000
H 3.03224 -1.99664 6.10465 0.000
H 3.62146 0.02115 -1.92110 0.000
H 4.85542 1.22699 -2.21765 0.000
H 3.33289 -1.58661 -0.13145 0.000
H 4.33186 -0.43250 1.69735 0.000
H 2.83936 5.20314 -0.28019 0.000
H 5.53250 -0.31816 -0.40214 0.000
H -1.10742 -0.09354 4.17369 0.000
H 5.41148 1.32727 0.21098 0.000
H -0.75340 -0.06190 6.62183 0.000
H 1.31674 -1.01134 7.58065 0.000
H 0.61375 4.87179 -1.37988 0.000
H -2.85885 -1.08810 -0.96726 0.000
H -2.66426 1.89607 -3.61153 0.000
H -3.17569 -5.35150 -1.07305 0.000
H -5.80111 4.01513 -1.60943 0.000
H 2.68353 -2.04139 3.65708 0.000
H 3.25251 0.89540 1.23581 0.000
H 0.08759 2.66305 -2.32544 0.000

Entry 6:
68
Properties=species:S:1:pos:R:3:lowdin_charge:R:1 method="wB97M-V/def2-TZVPD" homo_lumo_gap_ha=0.1857 total_charge=-2 e_above_lowest_kcal_mol=0.0 e_tot_ev=-190967.66063 max_force_ev_per_a=0.53
Rb 0.19326 0.29523 -0.61418 0.941
Br -6.69807 0.12545 -5.22908 0.652
Br -1.15066 -0.18997 -6.26395 0.677
O -1.01179 -7.74063 -0.36118 0.049
O 5.60223 0.43052 0.06433 -0.125
O -0.72992 1.41788 1.78372 -0.206
O -1.00378 0.05576 -3.19384 -0.166
O 2.98901 0.68758 -0.93630 -0.210
N -3.01644 0.08884 -1.38101 0.157
N -0.43872 -2.76234 -0.55107 0.051
N 0.40693 3.19596 0.04779 -0.034
N 1.06638 -7.56955 -1.19893 0.163
N 0.55435 3.34348 1.41116 0.022
C -0.44548 2.12638 5.89915 -0.116
C -2.55741 -0.05148 -4.98316 -0.617
C -4.90839 0.07991 -4.54371 -0.653
C -2.17374 0.04139 -3.61815 -0.476
C 0.55129 2.96893 6.37361 -0.136
C -4.67198 0.13511 -3.15070 -0.212
C -3.87247 -0.02245 -5.43402 -0.219
C 2.86633 2.91571 -0.07248 -0.158
C -0.04656 2.43331 2.12773 -0.534
C -0.10073 -7.02952 -0.74425 -0.495
C 3.45750 3.93216 0.67024 -0.092
C 1.49335 3.06485 -0.61651 -0.205
C -0.62598 1.95756 4.53236 -0.042
C 5.83192 0.09885 -1.29254 -0.113
C -5.32048 0.23401 -0.83743 -0.036
C -3.96371 0.14513 -0.46837 -0.327
C -1.48497 -3.56681 -0.37676 -0.104
C 0.17101 2.63677 3.62008 -0.132
C 0.92435 -4.69930 -0.86379 -0.010
C 1.17767 3.47445 4.10205 -0.033
C 1.36789 3.63907 5.46756 -0.108
C -0.16595 -5.53849 -0.68064 -0.141
C 3.53072 1.67033 -0.31580 -0.373
C 0.73951 -3.32716 -0.78828 -0.118
C -5.66899 0.22462 -2.16041 -0.055
C 5.43526 2.62251 0.94075 -0.059
C -3.54247 0.09077 0.97329 -0.029
C 4.73964 3.80884 1.18387 -0.143
C -3.32676 0.09255 -2.69005 -0.130
C -1.39593 -4.94758 -0.42647 0.004
C 4.86145 1.59967 0.22039 -0.236
H -1.38287 1.29185 4.13451 0.104
H -2.43563 -3.07632 -0.19952 0.110
H 4.89082 0.01315 -1.83738 0.071
H 6.43915 2.47038 1.32542 0.098
H -6.70807 0.28359 -2.45884 0.065
H 2.87821 4.82973 0.85615 0.099
H -4.07026 -0.07839 -6.49579 0.081
H 0.69934 3.09466 7.44073 0.080
H -2.72691 0.78892 1.17800 0.052
H -6.07909 0.30434 -0.06666 0.098
H 1.36049 2.92919 -1.69001 0.104
H 1.57857 -2.65288 -0.93090 0.116
H 1.92340 -5.07663 -1.04142 0.103
H 5.18973 4.60411 1.76580 0.071
H 1.78321 -7.01067 -1.62157 0.083
H 1.10949 -8.56878 -1.28544 0.104
H -4.37964 0.29321 1.64330 0.069
H -1.07973 1.59586 6.60137 0.085
H 2.16107 4.28505 5.82723 0.087
H -3.16034 -0.90836 1.20543 0.073
H 6.35949 -0.85749 -1.30360 0.074
H -2.26342 -5.57584 -0.27939 0.116
H 1.80997 3.97530 3.38057 0.097
H 6.46437 0.85772 -1.77306 0.083